(1)
Molecular formula: C5H28N2O7
Method: DFT, ωB97M-V with the def2-TZVPD basis set

The highest occupied orbital energy is -9.724 eV. Its SMILES is CCC[C@@H](N)CN.O.O.O.O.O.O.O.

Atoms and positions in Å:
C  1.78242  -2.72363  0.33909
C  0.24368  -2.66032  0.45046
C  -0.18457  -1.80117  1.64256
C  -1.07233  -0.58256  1.30174
N  -2.13079  -1.02754  0.38348
C  -1.50465  0.13417  2.55369
N  -1.48675  1.57881  2.44112
H  2.09416  -2.80927  -0.69387
H  2.27393  -1.83596  0.72117
H  2.09825  -3.59282  0.92456
H  -0.19474  -2.26205  -0.45985
H  -0.16245  -3.67413  0.56240
H  0.55782  -1.58412  2.40051
H  -0.92507  -2.39480  2.20705
H  -0.49280  0.07539  0.63514
H  -2.95849  -1.31793  0.88927
H  -2.40210  -0.27071  -0.22336
H  -2.47945  -0.16521  2.99067
H  -1.11192  -0.36481  3.47162
H  -1.80233  2.04977  3.26675
H  -0.58153  2.01655  2.34482
O  4.28752  -0.35390  0.17344
H  3.73510  0.30365  -0.25924
H  4.47281  -0.87202  -0.61978
O  0.91930  1.95203  -2.60359
H  0.01240  1.59502  -2.73482
H  0.93163  2.83654  -2.20923
O  -0.65946  -0.43383  -2.20008
H  -0.57824  -0.76457  -1.30283
H  -0.35085  -1.11729  -2.79541
O  1.32452  2.85668  0.28232
H  0.45798  2.62976  -0.04366
H  1.89351  2.07778  0.31290
O  -2.12590  2.33040  -0.41021
H  -1.37938  2.91901  -0.30728
H  -2.17475  1.84478  0.43354
O  2.18485  -0.54931  -1.67122
H  1.25344  -0.28533  -1.87992
H  2.46368  0.27330  -2.12304
O  -1.82732  1.80743  -2.95375
H  -2.12903  1.53341  -2.06500
H  -2.27212  2.62879  -3.17216

(2)
Molecular formula: C5H28N2O8
Method: DFT, ωB97M-V with the def2-TZVPD basis set

The highest occupied orbital energy is -15.905 eV. The charge is +2.

Atoms and positions in Å:
C  0.47991  -2.18133  1.13898
C  -0.73855  -2.02635  0.15754
C  -0.87616  -0.64453  -0.42630
C  -1.32720  -0.52138  -1.66994
N  -1.78121  0.74492  -2.21973
C  -2.47832  0.84053  -3.28603
N  1.09234  -0.88745  1.55163
H  0.26659  -2.74470  2.05130
H  1.25821  -2.71271  0.57154
H  -0.61510  -2.97607  -0.45315
H  -1.63763  -2.16737  0.77154
H  -0.51715  0.18109  0.16187
H  -1.47227  -1.28654  -2.43965
H  -1.59252  1.64615  -1.71832
H  -2.90373  1.80146  -3.51537
H  -2.71616  -0.00725  -3.90853
H  1.66241  -0.87659  2.40353
H  1.59953  -0.55798  0.70896
H  0.42573  -0.12525  1.72919
H  2.89741  -2.77124  -3.61664
H  4.06064  -1.90311  -3.13843
O  3.31832  -2.42854  -2.82060
H  1.83294  -0.08202  -1.47407
H  1.75847  -1.53003  -1.90050
O  1.55386  -0.95240  -1.13932
H  -3.77222  -3.56246  0.66971
H  -4.17067  -2.88845  1.87140
O  -3.70446  -2.67366  1.05101
H  -1.91291  1.03660  3.26954
H  -2.21655  2.13456  4.28304
O  -1.61298  1.90400  3.55859
H  -0.64532  2.75607  0.28328
H  -1.55088  3.75944  -0.38453
O  -1.41336  2.80347  -0.31471
H  2.51727  1.85561  2.37523
H  3.80642  1.12866  2.95971
O  2.90304  1.01645  2.65761
H  -0.03686  2.40286  3.07419
H  0.63148  3.71810  2.88489
O  0.42390  2.92925  2.36981
H  1.93419  1.89515  -3.30961
H  3.09389  2.16202  -2.43944
O  2.17565  1.79100  -2.37924

(3)
Molecular formula: C5H28NO11
Method: DFT, ωB97M-V with the def2-TZVPD basis set

The highest occupied orbital energy is -6.051 eV. The charge is -1.

Atoms and positions in Å:
O  -1.18641  0.99104  -1.83912
C  -1.59697  1.21410  -0.66894
O  -2.55177  1.94962  -0.34432
C  -0.93836  0.33708  0.49948
C  0.39654  -0.26758  0.11546
C  0.83048  -1.52843  0.83938
C  0.30804  -2.94523  0.43242
N  -0.76423  1.18975  1.70402
H  -1.58014  -0.52230  0.74966
H  0.25795  -0.40295  -0.98557
H  1.23961  0.42974  0.23290
H  1.93744  -1.57621  0.73129
H  0.66798  -1.27784  1.92165
H  -0.41225  -3.13628  1.27542
H  -0.46641  -2.95230  -0.35402
H  1.14328  -3.61159  0.33252
H  0.17760  1.55586  1.79538
H  -1.23557  2.07990  1.48748
H  2.07903  -0.33527  2.58669
H  1.50436  -0.53853  3.96610
O  2.26595  -0.78463  3.42945
H  -3.29899  -0.18157  0.89797
H  -3.55467  -1.31247  1.86340
O  -3.79423  -1.00849  0.97888
H  1.11130  2.32840  -3.27581
H  0.47332  1.51688  -2.10232
O  1.02877  2.29544  -2.32142
H  -1.40544  -0.73363  -2.34699
H  -2.59464  -1.18537  -1.50926
O  -1.80277  -1.53642  -1.92964
H  1.53648  3.34515  1.10541
H  1.97292  2.34344  0.10859
O  2.19238  2.64213  0.99969
H  -0.97701  -0.43778  3.44171
H  -1.62204  -1.17276  2.35724
O  -1.52417  -1.22586  3.31358
H  3.23366  0.73889  -2.99606
H  2.40649  -0.62644  -3.09949
O  2.58184  0.24816  -3.50472
H  0.48700  -2.06687  -3.68684
H  0.95886  -2.04837  -2.30554
O  1.32343  -2.05522  -3.20267
H  -1.06228  3.38785  -0.18452
H  0.39619  3.26597  -0.61859
O  -0.14257  3.61103  0.11003

(4)
Molecular formula: C5H28NO7S2
Method: DFT, ωB97M-V with the def2-TZVPD basis set

The highest occupied orbital energy is -11.509 eV. The charge is +1.

Atoms and positions in Å:
N  -0.81077  1.06581  -0.83838
C  -1.69411  1.38831  0.36962
C  -3.21554  1.54241  0.03423
C  -1.29073  2.84986  0.65680
S  0.36979  3.29780  1.29063
S  4.34544  0.17645  1.43150
C  3.49549  -0.70207  0.06514
C  2.10810  -1.28941  0.34909
H  0.16004  1.08803  -0.52176
H  -0.96497  1.64633  -1.66296
H  -1.06046  0.04764  -1.09621
H  -1.33575  0.70605  1.18432
H  -3.50129  1.73529  -0.96834
H  -3.45376  2.28974  0.77850
H  -3.82160  0.70811  0.45037
H  -1.83488  3.34673  1.44735
H  -1.46224  3.52198  -0.17384
H  4.02246  -1.64666  -0.10098
H  3.53916  -0.03947  -0.78926
H  2.13211  -1.88349  1.25251
H  1.68104  -1.78004  -0.54488
H  1.37061  -0.55094  0.66142
H  0.54855  -4.58627  2.55449
H  0.44370  -3.17012  2.22246
O  -0.11130  -3.96238  2.22533
H  -1.25953  1.05153  -4.24438
H  -1.45542  2.47149  -4.01828
O  -1.53364  1.63928  -3.52966
H  -1.25015  -4.02633  0.83594
H  -2.51945  -3.53501  1.44871
O  -2.18219  -3.80444  0.58746
H  -2.06659  -1.95126  -0.62368
H  -1.95753  -1.67125  -2.00213
O  -1.42657  -1.48149  -1.20757
H  1.08236  1.04747  1.32209
H  4.55779  1.44073  0.99847
O  1.30636  1.91072  0.94926
H  1.13463  -2.24292  4.25931
H  2.59889  -2.27920  3.96804
O  1.76544  -2.64819  3.65087
H  0.90760  2.50654  -4.93212
H  1.73560  2.79308  -3.64868
O  0.90331  2.97957  -4.09079

(5)
Molecular formula: C5H28NO9
Method: DFT, ωB97M-V with the def2-TZVPD basis set

The highest occupied orbital energy is -13.008 eV. The charge is +1.

Atoms and positions in Å:
O  -2.57182  -1.56846  -0.54588
C  -1.33971  -1.75719  0.09496
C  -0.17411  -1.19499  -0.66692
N  0.50441  -0.04740  0.03186
C  1.22226  0.58284  -1.19013
C  0.49059  0.38443  -2.43189
C  -0.64957  -0.76001  -2.05523
H  -2.82307  -2.18459  -1.23806
H  -1.49117  -1.39342  1.08381
H  -1.40610  -2.91796  0.31083
H  0.67382  -1.98187  -0.82372
H  -0.09093  0.75300  0.31157
H  1.09131  -0.24024  0.90531
H  2.24561  0.18164  -1.33789
H  1.28606  1.61082  -0.69543
H  1.10218  0.03145  -3.41174
H  -0.21000  1.16494  -2.80540
H  -1.53215  -0.17096  -2.05169
H  -0.47134  -1.57156  -2.69372
H  -4.82450  -0.15227  1.31007
H  -3.48767  -0.57514  0.48428
O  -3.88994  -0.48488  1.33123
H  -2.54678  1.79953  3.22960
H  -2.87108  0.95761  2.08488
O  -2.39080  1.84188  2.23644
H  1.13309  -0.01976  2.72083
H  2.45068  -0.74232  2.46263
O  1.52644  -0.85757  2.43904
H  1.66425  -4.43106  -2.03101
H  0.57859  -3.85925  -2.89642
O  0.98192  -3.72500  -2.03089
H  3.70184  1.53467  1.47008
H  3.45285  1.18522  2.87868
O  2.92567  1.27895  2.00577
H  2.54797  -1.95596  -0.89610
H  2.77621  -1.73731  0.70896
O  2.96344  -1.49702  -0.18359
H  0.51724  5.17837  -1.39317
H  0.09009  3.85226  -0.60715
O  0.79637  4.26550  -1.17231
H  -0.77137  2.98286  1.63682
H  -1.62547  2.73212  0.48373
O  -0.72074  3.02584  0.69191

(6)
Molecular formula: C5H28O9
Method: DFT, ωB97M-V with the def2-TZVPD basis set

The highest occupied orbital energy is -9.586 eV. Its SMILES is CO.CO.CO.CO.CO.O.O.O.O.

Atoms and positions in Å:
C  -0.80045  -0.25044  0.08028
O  0.24179  0.37411  -0.70122
H  -0.41264  -1.08985  0.65743
H  -1.20274  0.39974  0.85714
H  -1.62606  -0.67200  -0.49310
H  0.86510  0.75626  -0.07909
C  0.08223  -4.77971  1.75979
O  -0.70658  -5.80718  2.18789
H  0.61202  -5.15004  0.88213
H  -0.34215  -3.84116  1.40328
H  0.77013  -4.56669  2.57803
H  -1.63801  -5.60767  2.06865
C  -3.69111  2.25049  -0.30690
O  -3.81060  0.92007  -0.90248
H  -3.00389  2.15619  0.53390
H  -3.04924  2.83571  -0.96540
H  -4.63420  2.76624  -0.12617
H  -4.45876  0.86970  -1.60885
C  2.96510  1.68970  0.91211
O  3.82952  2.17076  1.91249
H  3.50077  1.08257  0.18235
H  2.10501  1.16353  1.32620
H  2.54675  2.52409  0.34920
H  4.33153  1.40499  2.20088
C  2.59579  0.01605  -2.80768
O  2.15033  -1.01818  -1.94880
H  3.67798  0.07138  -2.92553
H  2.24401  -0.22308  -3.81127
H  2.22094  1.00616  -2.54831
H  1.35644  -0.65089  -1.55328
O  0.59951  3.23368  -1.54262
H  1.20468  3.97355  -1.49183
H  -0.24159  3.59167  -1.25866
O  2.25619  -1.56189  2.29778
H  1.42974  -1.21565  2.63441
H  2.49132  -2.25923  2.90987
O  -1.16941  1.64269  -3.04028
H  -1.40849  0.84222  -2.57304
H  -0.31180  1.87958  -2.68726
O  -4.17071  -0.52355  1.96767
H  -4.03085  0.01901  1.19158
H  -3.36763  -0.42293  2.47872

For the records above, the corresponding orbital gap values read 10.01, 9.21, 8.95, 8.78, 10.37, 9.63 eV.
For the records above, the corresponding energy above the lowest of the compared OMol25 structures with the same formula, charge and spin values read 37.16, 48.03, 79.65, 29.29, 87.94, 74.19 kcal per mole.
For the records above, the corresponding E_tot values read -843.43719, -918.15042, -1089.78164, -1584.81344, -938.90435, -884.32717 Ha.